No. 1
A 5-piece molecular cluster, C24H44ClN8 overall at a distorted geometry. Source: OMol25; level of theory: wB97M-V/def2-TZVPD.

The value obtained for the lowest unoccupied orbital energy is -0.2359 hartree. As for the energy above the lowest of the compared OMol25 structures with the same formula, charge and spin: 66.9 kcal per mole. As for the net charge: +3. The highest occupied orbital energy is -14.1 eV. For the total energy, the calculation gives -1838.22062 Ha. The calculation puts the frontier orbital gap at 7.68 eV.

```
77
Properties=species:S:1:pos:R:3:forces:R:3:lowdin_charge:R:1
H -2.96506 -7.75753 -0.67582 0.2 0.2 -0.2 0.109
H -0.28122 4.63738 -1.96338 0.1 -1.0 -0.2 0.136
C 0.70582 1.80070 5.12762 2.1 1.4 -0.1 0.049
H -3.01081 3.32419 -1.05063 0.4 0.2 0.8 0.087
H -0.83329 -2.67609 2.87257 -0.9 0.2 0.3 0.064
H -3.67934 8.38460 -2.11613 0.3 0.0 -0.2 0.144
H -2.68032 -5.72211 1.01935 0.1 0.0 -0.2 0.164
H 4.02208 -1.48523 -1.75876 -0.3 0.1 0.2 0.117
H 1.55935 5.24134 4.74329 0.1 -0.1 0.0 0.075
H 2.18581 -0.17594 1.94803 0.2 -0.1 -0.4 0.103
Cl -0.10221 -0.17662 -1.37907 0.1 -0.4 0.5 -0.516
H -3.10047 5.77874 -2.91080 -0.1 -0.1 0.3 0.135
H -1.16941 9.21858 0.59778 0.0 0.8 -0.1 0.108
H 2.98043 -1.54302 -0.26425 -0.8 0.1 -0.9 0.082
H 2.53239 -4.45729 -5.85199 0.5 -0.3 -0.2 0.085
H 1.97115 -6.65596 -3.76546 0.1 -0.3 -0.3 0.131
H -0.36050 6.81445 0.18431 -0.2 0.3 -0.1 0.151
H -2.64893 -4.93419 -3.14072 0.2 0.4 0.0 0.144
C -2.08143 3.37827 -1.61759 -0.5 -0.4 -0.7 -0.071
H -0.68198 -2.53224 0.52058 -0.2 0.2 -0.1 0.069
H -0.63425 -4.30547 2.51342 0.2 -0.2 -0.6 0.072
C 2.56928 -5.81060 -4.10562 -0.8 -2.1 -1.9 -0.177
H 4.33014 -2.46901 -0.31811 0.4 -0.5 -0.4 0.105
H 0.75745 4.71668 6.22442 -0.2 0.1 -0.1 0.075
C -1.35427 -3.49787 2.38128 0.4 -0.7 -1.9 -0.040
C 3.40371 -4.03762 -2.58695 -2.5 0.0 1.1 0.089
H -2.34910 -2.22930 1.03028 -0.1 0.0 -0.7 0.137
H -4.45622 -6.95814 -1.15321 -0.1 -0.3 -0.2 0.113
H 0.14746 1.97282 6.03592 0.1 -0.4 0.0 0.146
H -1.44662 9.97156 -1.09369 0.9 0.2 0.4 0.114
C -1.10264 4.49694 -1.26078 0.1 -0.2 -0.9 -0.155
C -2.89027 7.71923 -1.79826 1.5 -2.8 0.4 0.026
C 2.46103 3.51560 5.74552 1.2 2.8 1.0 -0.195
H 1.84573 -6.09201 -6.24046 0.5 -0.1 0.3 0.093
C -2.00024 -3.66782 -1.40238 0.4 0.8 -1.2 -0.054
H 2.18511 5.68779 6.33459 0.4 -0.4 0.0 0.089
C -2.64064 6.36246 -2.12707 -0.6 1.4 0.7 0.015
H 2.56701 3.08598 6.74166 -0.3 -0.1 -0.1 0.142
H -0.08195 0.10608 4.01853 0.0 0.2 -0.3 0.144
H -0.64674 4.30411 -0.28967 -0.3 0.3 0.1 0.122
C -1.59848 -3.00419 0.87469 1.2 0.9 3.7 -0.178
N 2.38059 -4.87109 -3.05652 4.2 3.1 1.2 -0.065
C 2.01308 -5.33715 -5.47216 -0.7 1.1 1.1 -0.038
C 2.26904 2.32535 3.55498 -2.9 -1.2 3.0 0.092
H -2.75208 9.86738 -0.06435 -0.2 -0.7 0.6 0.113
H -1.70662 -2.68396 -1.73737 0.2 0.1 -0.2 0.104
C 1.72880 4.88275 5.75858 -0.6 -0.6 0.4 -0.045
H 4.45287 -4.06129 -2.84212 -0.2 -0.1 -0.2 0.169
H -1.59812 2.40137 -1.60441 0.3 0.0 0.5 0.024
H -2.51158 3.35324 -2.61881 0.5 0.8 -0.5 0.077
C 3.55622 -2.10940 -0.99621 1.3 0.6 1.3 -0.004
N 2.86575 -3.20099 -1.61258 -0.5 -3.0 -2.7 -0.064
H 2.93476 2.95345 2.98165 0.2 -0.5 0.0 0.167
H 3.58275 -6.19336 -4.22587 0.1 0.5 0.5 0.138
C 1.24485 -4.55283 -2.41450 -0.2 0.5 0.6 -0.019
H 0.29631 -4.99886 -2.67477 0.2 0.0 0.2 0.127
C 0.57752 0.95965 4.07258 -1.2 -0.5 1.4 -0.031
N -1.98047 -3.95195 -0.08910 -2.0 -4.1 -0.1 -0.052
N -1.67090 5.84932 -1.28832 0.3 3.8 1.0 -0.062
C -2.45307 -4.72934 -2.09857 -1.3 -1.6 0.0 0.002
H -3.25281 -7.36605 -2.40326 0.1 0.1 0.2 0.109
N -2.85019 -5.70743 -1.18078 2.4 2.0 2.8 -0.080
H 0.65580 0.44086 1.37490 -0.2 0.2 0.2 0.046
C -1.81213 9.35596 -0.27178 0.3 0.9 -0.2 -0.002
C 1.54516 -3.56123 -1.52252 -1.0 0.6 0.1 -0.026
N 1.83670 2.62562 4.85567 -1.4 -3.0 -3.8 -0.058
H 3.48495 3.68852 5.41419 0.0 -0.2 -0.2 0.131
C -1.14308 6.91252 -0.55350 -3.9 0.6 -1.6 0.072
H 0.82915 -2.99388 -0.94646 0.3 0.2 0.1 0.066
H -2.26627 -3.90921 2.81390 -0.1 0.8 0.4 0.077
N 1.48041 1.25799 3.13436 2.0 4.2 1.4 -0.119
N -1.97508 8.05056 -0.82091 1.1 -4.3 -0.5 -0.114
C -3.39162 -7.03682 -1.37348 -0.9 -0.3 -0.2 0.016
H 1.03569 -4.91941 -5.23072 -0.4 -0.1 -0.2 0.065
C -2.50012 -5.23605 0.07190 0.0 1.7 -2.0 0.073
C 1.59147 0.73269 1.85184 0.5 -1.8 -2.3 -0.047
H 2.07463 1.43364 1.17116 0.1 -0.1 0.1 0.109
```
Forces are in eV/Å.

No. 2
One molecule with the formula C22H25N3O4. Source: OMol25; level of theory: wB97M-V/def2-TZVPD.

The value obtained for the lowest unoccupied orbital energy is 0.0259 hartree. As for the energy above the lowest of the compared OMol25 structures with the same formula, charge and spin: 56.7 kcal per mole. As for the SMILES: COc1ccc(N2C(=O)C[C@@H](N3CCN(c4ccccc4OC)CC3)C2=O)cc1. The highest occupied orbital energy is -8.0 eV. For the total energy, the calculation gives -1318.55728 Ha. The calculation puts the frontier orbital gap at 8.73 eV.

```
54
Properties=species:S:1:pos:R:3:forces:R:3:nbo_charge:R:1
H -4.20518 -2.16622 0.54624 0.0 0.0 0.0 0.180
N -2.88449 -0.84686 -0.45874 0.1 0.0 -0.1 -0.458
H -6.41346 2.88369 -1.67920 -0.1 0.1 0.0 0.214
C 0.78226 0.66806 1.04654 -0.4 0.0 0.1 0.711
C -5.41915 1.11033 -2.34795 -0.1 0.1 -0.1 -0.226
C -5.70242 2.10800 -1.43937 0.0 -0.1 -0.1 -0.213
H -2.10848 -0.90034 -2.38471 -0.1 -0.1 0.0 0.221
H -5.90924 1.08989 -3.30950 0.0 0.0 -0.1 0.213
H -2.82623 -2.44000 -1.86012 0.0 0.1 -0.1 0.169
C 1.37426 -1.56576 0.79600 -0.1 -0.3 0.3 0.705
H -0.51833 -2.88004 -1.65329 0.0 0.2 -0.1 0.200
C 7.59730 0.71903 -1.81489 0.1 -0.1 -0.2 -0.252
H -2.09396 -3.16161 1.83333 -0.1 -0.1 0.0 0.210
C -0.84740 -2.02634 -1.04727 -0.1 -0.3 -0.2 -0.208
H 7.73252 -0.35856 -1.67765 0.0 0.0 0.0 0.177
H 3.30942 1.58224 1.89185 0.0 0.0 0.1 0.231
H -4.31136 -0.66588 -2.73376 0.1 -0.1 0.0 0.214
C -3.85418 0.11268 -0.79480 0.0 0.2 0.1 0.097
C 4.96776 -0.10358 -1.15337 0.3 0.1 -0.1 -0.325
H 3.15685 -1.21899 -1.32990 0.0 -0.1 0.0 0.220
O 0.92739 1.86123 1.06070 0.0 0.1 0.0 -0.568
H -3.34148 3.13922 1.74748 0.0 0.0 0.0 0.184
H -0.83652 0.17477 2.34742 0.0 0.0 0.0 0.240
C 5.04596 1.47410 0.65817 0.2 -0.1 -0.1 -0.254
H 5.59369 2.22789 1.20054 0.1 0.1 0.1 0.226
H 8.57233 1.20279 -1.84478 -0.1 -0.1 0.0 0.201
C 3.68599 -0.46136 -0.77412 -0.2 0.1 0.2 -0.116
H -2.93868 1.98066 3.03465 -0.1 0.1 0.0 0.199
C -3.61683 2.18558 2.20740 0.0 0.2 0.2 -0.250
H -1.25208 0.15828 0.64248 0.1 0.0 0.1 0.290
C -0.46975 -0.10493 1.36042 0.0 0.0 0.1 -0.566
C -5.06740 2.12165 -0.20659 0.1 0.0 0.2 -0.300
C -3.21015 -1.70910 0.67219 0.0 -0.1 0.2 -0.239
O 6.91920 1.29751 -0.72585 -0.2 0.1 0.2 -0.490
H -4.64152 2.24420 2.58906 0.0 0.0 0.0 0.176
H 7.07390 0.90330 -2.75860 0.0 0.0 0.0 0.176
O -3.45640 1.11472 1.31003 -0.1 -0.2 -0.5 -0.523
N -0.84255 -2.42640 0.35151 0.0 0.0 0.1 -0.436
H -3.23061 -1.09490 1.57372 -0.1 -0.1 0.0 0.215
H -0.11265 -2.07861 2.23040 0.1 0.1 -0.1 0.228
C 3.08798 0.13753 0.32315 0.3 0.0 -0.2 0.077
O 2.06672 -2.51726 0.55803 0.0 -0.1 -0.1 -0.555
H -0.12843 -1.21811 -1.19479 0.0 0.0 -0.1 0.192
C 3.77489 1.10960 1.04229 0.0 -0.1 -0.1 -0.168
H -2.44728 -3.68275 0.18528 -0.1 0.0 0.1 0.195
C -0.08703 -1.58818 1.25048 -0.2 -0.1 0.0 -0.124
C -4.14311 1.14466 0.12451 0.0 0.0 0.1 0.350
C 5.66035 0.86950 -0.44070 -0.2 0.0 0.1 0.309
H -5.29398 2.91523 0.48739 0.0 0.1 0.1 0.218
C -4.50786 0.11989 -2.02091 0.1 -0.1 0.2 -0.234
C -2.23662 -1.56911 -1.53241 0.2 0.0 0.0 -0.237
N 1.77677 -0.24548 0.71229 0.4 0.2 -0.1 -0.494
H 5.41024 -0.59056 -2.00751 0.1 0.0 -0.1 0.220
C -2.15464 -2.82422 0.79728 -0.1 0.0 -0.1 -0.222
```
Forces are in eV/Å.

No. 3
One molecule with the formula C4H8N2O at a distorted geometry. Source: OMol25; level of theory: wB97M-V/def2-TZVPD.

The value obtained for the lowest unoccupied orbital energy is 0.0191 hartree. As for the energy above the lowest of the compared OMol25 structures with the same formula, charge and spin: 122.4 kcal per mole. As for the SMILES: C/N=C/C=C\NO. The highest occupied orbital energy is -8.6 eV. For the total energy, the calculation gives -341.80865 Ha. The calculation puts the frontier orbital gap at 9.12 eV.

```
15
Properties=species:S:1:pos:R:3:forces:R:3:nbo_charge:R:1
H 0.35202 2.22928 0.01741 -1.0 -2.2 0.1 0.227
H -2.35731 -1.51342 -0.28959 -1.4 0.6 -0.1 0.153
N -1.95693 0.40354 0.17732 3.0 2.5 -0.9 -0.404
H 3.53218 0.01467 0.60001 -1.2 -0.5 -1.2 0.354
H 1.72428 -1.44530 0.79108 -0.4 0.1 0.8 0.449
C 0.44852 1.06999 0.03811 2.5 3.0 -0.3 -0.346
N 2.78875 -0.15100 -0.14453 -0.4 2.9 0.8 -0.315
C -0.71097 0.14579 0.02108 0.9 -0.7 -0.3 0.068
H -3.51658 -0.58417 0.79045 -0.6 -0.4 -1.1 0.211
H -0.22737 -0.83721 -0.25698 -1.5 0.1 0.1 0.146
O 2.16877 -1.36424 -0.04848 0.2 -1.2 -0.5 -0.546
H 2.35412 1.96415 -0.32983 -0.5 -1.9 0.5 0.209
C 1.84455 0.95220 -0.13893 -0.9 0.2 0.3 0.004
C -2.94489 -0.53020 -0.16319 1.6 -3.2 2.1 -0.425
H -3.49914 -0.35408 -1.06393 -0.4 0.6 -0.2 0.215
```
Forces are in eV/Å.

No. 4
A 5-piece molecular cluster, H10O5 overall at a distorted geometry. Source: OMol25; level of theory: wB97M-V/def2-TZVPD.

The value obtained for the lowest unoccupied orbital energy is -0.0062 hartree. As for the energy above the lowest of the compared OMol25 structures with the same formula, charge and spin: 47.6 kcal per mole. As for the SMILES: O.O.O.O.O. The highest occupied orbital energy is -10.5 eV. For the total energy, the calculation gives -382.14836 Ha. The calculation puts the frontier orbital gap at 10.33 eV.

```
15
Properties=species:S:1:pos:R:3:forces:R:3:nbo_charge:R:1
O 0.98940 -2.09220 0.21587 4.4 -1.7 0.6 -0.963
H -1.11960 1.48480 0.85787 0.4 -0.4 -0.2 0.489
H 0.49540 -0.31420 0.04587 0.1 -0.3 -0.2 0.499
H 1.61840 2.14380 -2.00413 2.2 -0.8 0.9 0.482
H -1.38060 -1.36220 1.86087 -3.2 6.6 -0.3 0.453
O -1.13760 -2.18920 1.96687 -0.8 -5.8 2.0 -0.919
H 0.16840 0.82080 -0.91613 0.9 1.6 -4.2 0.475
H -0.31560 -2.07620 1.60387 3.6 -0.8 -1.5 0.459
H 1.95640 -2.38220 0.57887 -3.4 1.3 -0.9 0.493
O -1.77960 1.86380 1.44087 -0.7 0.8 0.0 -0.968
H 1.00740 -2.63420 -0.59313 -0.6 0.3 0.2 0.492
O 0.90340 2.19280 -2.58013 -3.2 -0.3 -2.5 -0.969
O 0.00340 0.49680 -0.10013 -0.9 -1.2 4.1 -0.973
H 0.78840 1.49180 -3.27813 1.0 1.0 1.5 0.492
H -2.19760 2.55580 0.90087 0.1 -0.4 0.4 0.458
```
Forces are in eV/Å.

No. 5
One molecule with the formula C6H9P at a distorted geometry. Source: OMol25; level of theory: wB97M-V/def2-TZVPD.

The value obtained for the lowest unoccupied orbital energy (alpha / beta) is 0.0386 / -0.0735 hartree. As for the energy above the lowest of the compared OMol25 structures with the same formula, charge and spin: 11.7 kcal per mole. The highest occupied orbital energy (alpha / beta) is -6.2 / -9.4 eV. For the total energy, the calculation gives -575.18886 Ha. Its spin multiplicity is 3. The calculation puts the frontier orbital gap (alpha / beta) at 7.24 / 7.40 eV.

```
16
Properties=species:S:1:pos:R:3:forces:R:3:nbo_charge:R:1
H 0.14697 -1.95304 -0.01335 -0.7 0.2 0.8 0.241
C 2.31777 0.49883 -0.67048 -0.8 0.4 -1.4 -0.413
H -2.23671 -1.80189 -1.07061 1.0 1.2 0.8 0.215
P -2.42098 0.56485 -0.32717 -2.5 4.0 0.3 0.587
H -0.70751 2.24139 0.37378 -0.2 -0.6 0.3 0.254
C -1.00844 1.20445 0.61894 1.4 -0.6 2.6 -0.780
C -1.69873 -0.95924 -0.52450 0.9 -4.9 -1.4 -0.482
H -1.16410 1.08505 1.78045 -0.6 0.9 -2.0 0.248
C -0.56529 -1.19534 0.39419 0.0 -0.8 0.7 -0.488
H -1.01650 -1.47191 1.39420 0.6 -0.3 -0.6 0.230
C 0.14240 0.14944 0.53972 1.4 0.8 -1.1 -0.271
H 0.49700 -0.20606 -1.64460 0.9 1.4 1.2 0.207
H 2.97106 0.78240 0.16179 -0.8 -0.1 0.1 0.202
H 0.93781 0.24598 1.33424 -1.4 -0.2 -0.1 0.220
C 0.99031 0.26392 -0.70660 0.6 -1.1 -0.5 -0.169
H 2.81492 0.55117 -1.64001 0.1 -0.3 0.2 0.198
```
Forces are in eV/Å.

No. 6
C15H30AlClNO4 as an isolated structure at a distorted geometry. Source: OMol25; level of theory: wB97M-V/def2-TZVPD.

The value obtained for the lowest unoccupied orbital energy is 0.0863 hartree. As for the net charge: -1. The highest occupied orbital energy is -5.6 eV. For the total energy, the calculation gives -1647.80985 Ha. The calculation puts the frontier orbital gap at 7.94 eV.

```
52
Properties=species:S:1:pos:R:3:forces:R:3:nbo_charge:R:1
C 2.29582 3.67589 -0.97733 0.0 0.4 0.1 -0.748
C 1.07562 -3.04955 1.67057 -0.4 0.9 1.0 -0.409
C -0.65156 0.85015 0.25025 -0.2 -0.8 0.0 -0.416
H 3.87735 0.78245 1.32012 -1.3 0.1 -2.4 0.194
H -3.65030 3.82416 -0.23246 -1.6 -0.6 0.7 0.344
H -4.42122 3.26716 2.43901 0.7 -1.0 -1.9 0.188
C 3.39589 2.54892 -1.43517 1.2 -1.3 -6.5 0.783
Cl -4.94895 -2.30364 -1.61768 0.8 -0.1 0.0 -0.654
H 2.31230 0.93393 0.14335 2.3 -0.4 0.1 0.213
H -0.63956 0.22516 1.26160 0.0 1.3 -2.1 0.208
C -2.44602 2.47622 1.37552 -0.4 -1.1 0.5 -0.429
H 2.43919 -2.40274 -0.86547 1.1 0.8 2.0 0.230
H 1.38050 -0.77980 1.27135 1.3 -1.9 0.0 0.212
C -1.12440 -1.45748 -1.19422 -1.6 -0.7 0.5 0.061
O -1.84863 -3.77350 -0.62006 0.4 2.4 -1.3 -0.981
Al -2.89327 -3.13443 -2.07969 2.0 0.0 0.9 1.662
C -4.07419 2.70161 1.47105 0.9 -0.9 -0.2 -0.227
H -3.01618 0.60306 0.13716 2.1 1.6 -0.1 0.232
H -2.36729 2.06732 -0.87335 0.7 -1.4 1.6 0.204
C -2.17523 1.44568 0.10116 0.0 0.7 0.9 -0.427
C 3.04119 -1.99966 0.06651 0.2 -0.3 0.3 -0.426
C 3.94858 -0.71594 -0.39629 -0.4 0.2 -0.4 -0.436
H 1.19775 3.23309 -1.02977 2.4 0.7 0.2 0.261
O 3.54939 2.35226 -2.77051 -0.8 1.3 8.7 -0.569
H 0.19515 -3.50709 -0.98762 -1.3 2.0 1.0 0.172
H -2.05931 1.98535 2.39249 -0.8 0.9 -2.2 0.204
C -0.47712 -2.83927 1.18552 0.2 -0.9 -0.4 -0.436
H -1.08760 -3.78338 1.57957 1.3 2.1 -1.0 0.239
H 3.80826 -2.84674 0.40411 -1.8 1.7 -0.8 0.207
H -3.06812 -4.39474 -3.01969 -0.2 0.2 -0.3 -0.450
H -1.00946 -1.89839 1.64635 1.3 -1.6 -0.8 0.195
H 0.15483 1.71349 0.41054 -1.8 -1.6 -0.5 0.189
C -0.18555 -0.12529 -1.00950 0.2 0.3 -0.8 -0.440
O -1.60024 -1.81674 -2.56399 0.2 -0.1 2.4 -0.958
O 4.26100 1.77191 -0.53399 -3.5 1.5 -1.4 -0.559
H 2.32717 4.58539 -1.74851 0.1 -2.3 1.5 0.258
H 2.49953 4.14264 0.08394 -0.4 -1.3 -2.0 0.233
H 3.89036 -0.65192 -1.57041 0.4 0.0 2.3 0.233
C 2.05484 -1.73302 1.34761 0.2 -1.1 0.8 -0.430
H -0.23347 0.49891 -2.02507 0.0 -1.3 2.2 0.228
H 1.52011 -4.05747 1.26551 -0.8 2.0 0.5 0.209
H -1.83358 3.46766 1.23915 -1.3 -1.7 0.2 0.194
H -4.74324 2.57947 -0.46551 0.3 1.5 0.9 0.362
C 3.46651 0.73230 0.20098 1.0 -1.0 1.0 -0.096
H -4.55728 1.61410 1.44588 1.0 2.4 0.4 0.196
N -4.52606 3.38860 0.18733 1.2 -1.3 -0.3 -0.844
H -2.15957 -1.24262 -0.65719 2.2 -0.1 -0.3 0.152
C -0.66796 -2.86572 -0.46982 -1.4 -1.6 0.8 0.073
H 5.05917 -0.88360 -0.05070 -2.2 0.5 -0.8 0.209
H 1.04086 -3.16574 2.85813 0.1 0.2 -2.5 0.194
H 2.72858 -1.61697 2.31868 -1.2 0.0 -2.1 0.195
H 0.94539 -0.42147 -0.87943 -2.2 0.5 -0.2 0.201
```
Forces are in eV/Å.